(1)
{
  "formula": "C12H18AgF12O6P2",
  "method": "wB97M-V/def2-TZVPD",
  "charge": -1,
  "lumo_ha": 0.085,
  "orbital_gap_ev": 9.17,
  "homo_ev": -6.9,
  "multiplicity": 1,
  "largest_force_ev_per_a": 1.92,
  "elements": ["Ag", "P", "F", "F", "F", "F", "F", "F", "P", "F", "F", "F", "F", "F", "F", "O", "C", "O", "C", "C", "C", "H", "H", "H", "H", "H", "H", "O", "C", "O", "C", "C", "C", "H", "H", "H", "H", "H", "H", "O", "C", "O", "C", "C", "C", "H", "H", "H", "H", "H", "H"],
  "positions_angstrom": [[0.8548, -0.1301, -0.5197], [-1.2940, -3.6818, -0.5245], [-2.4210, -4.8475, -0.6568], [-0.9802, -4.1477, 1.0094], [-0.1591, -4.7026, -1.0598], [-0.1780, -2.5088, -0.3913], [-1.6135, -3.2008, -2.0311], [-2.4332, -2.6706, 0.0364], [2.4767, 0.2063, -3.1377], [2.4099, 1.1769, -1.8018], [2.2039, 1.5030, -4.0656], [4.0595, 0.4712, -3.1836], [2.5474, -0.7408, -4.4312], [2.6646, -1.0751, -2.1805], [0.8445, -0.0025, -3.0374], [0.4910, 2.0272, 0.5033], [-0.1443, 3.0216, 0.6932], [-1.4920, 3.0306, 0.6938], [-1.9652, 4.4308, 0.7669], [-0.8854, 5.0973, 1.5929], [0.3670, 4.4273, 1.0209], [-2.9383, 4.3784, 1.2413], [-2.0017, 4.7058, -0.2870], [-1.0016, 4.8678, 2.6509], [-0.8761, 6.1788, 1.4445], [1.2738, 4.3809, 1.6098], [0.5687, 4.9074, 0.0567], [-1.4234, -0.0309, -0.5451], [-2.4373, 0.1442, -1.1428], [-3.5574, 0.6307, -0.5562], [-4.6482, 0.6275, -1.4878], [-4.1971, -0.3604, -2.5851], [-2.7009, -0.1572, -2.6005], [-4.7661, 1.6388, -1.8730], [-5.5123, 0.1954, -0.9936], [-4.7163, -0.2664, -3.5417], [-4.4791, -1.3653, -2.2601], [-2.3593, 0.6226, -3.2807], [-2.1220, -1.0516, -2.8363], [2.3568, -0.6855, 1.4602], [2.7991, -1.4366, 2.2695], [2.3384, -1.4649, 3.5460], [2.9965, -2.4651, 4.3121], [4.3052, -2.7596, 3.5565], [3.9506, -2.4100, 2.1155], [2.4027, -3.3630, 4.4641], [3.2513, -2.0124, 5.2693], [4.6251, -3.7991, 3.6603], [5.1365, -2.1677, 3.9377], [3.6170, -3.2526, 1.5109], [4.7621, -1.9139, 1.5889]],
  "forces_ev_per_a": [[-0.006, -0.519, 0.413], [-0.228, -0.586, 0.576], [0.189, 0.075, 0.006], [-0.016, 0.092, -0.286], [-0.122, 0.138, -0.035], [0.174, -0.035, 0.073], [0.007, 0.063, -0.231], [-0.005, 0.099, -0.058], [-0.197, 0.539, -0.679], [-0.050, -0.025, -0.152], [0.135, -0.053, 0.043], [0.096, -0.186, -0.081], [-0.036, 0.098, 0.057], [0.184, -0.111, 0.270], [0.260, 0.007, -0.068], [0.185, 0.428, 0.165], [-0.004, 0.070, 0.395], [-0.279, 0.510, -0.062], [0.565, -1.826, 0.154], [0.455, 0.475, -0.282], [-0.638, -0.246, -0.628], [-0.139, 0.187, -0.170], [-0.230, 0.703, 0.181], [-0.146, 0.015, 0.014], [-0.018, -0.032, 0.172], [-0.007, 0.098, 0.146], [0.335, -0.108, 0.058], [-0.242, 0.440, 0.555], [0.040, 0.172, -0.668], [-0.005, -0.033, 0.211], [0.507, -0.931, -0.632], [-0.731, -0.099, -0.159], [0.234, -0.898, 0.039], [-0.374, 0.076, 0.122], [-0.235, 0.600, 0.214], [0.158, 0.500, 0.028], [0.431, -0.035, 0.193], [-0.026, 0.287, 0.250], [-0.107, 0.026, -0.048], [-0.251, 0.259, -0.277], [0.270, -0.131, 0.206], [-0.402, -0.153, -0.154], [1.316, 0.267, 0.299], [-0.004, -0.767, -0.155], [0.123, 0.310, 0.157], [-0.362, 0.126, -0.196], [-0.350, -0.124, 0.161], [-0.183, 0.028, 0.042], [-0.144, 0.278, -0.077], [-0.044, -0.058, 0.057], [-0.081, -0.008, -0.159]]
}



(2)
{
  "formula": "C12H18AsF8O9Pt",
  "method": "wB97M-V/def2-TZVPD",
  "charge": -2,
  "lumo_ha": [0.157, 0.162],
  "orbital_gap_ev": [2.35, 7.08],
  "homo_ev": [1.9, -2.7],
  "s2": 3.755,
  "multiplicity": 4,
  "largest_force_ev_per_a": 4.67,
  "elements": ["Pt", "As", "F", "F", "F", "F", "F", "F", "F", "F", "C", "C", "C", "O", "C", "O", "O", "H", "H", "H", "H", "H", "H", "C", "C", "C", "O", "C", "O", "O", "H", "H", "H", "H", "H", "H", "C", "C", "C", "O", "C", "O", "O", "H", "H", "H", "H", "H", "H"],
  "positions_angstrom": [[-2.0802, 0.2526, -1.8951], [-5.2063, -0.9739, -0.9004], [-6.2408, 0.4290, -1.4318], [-5.7367, -0.9103, 0.8379], [-4.0771, -2.3990, -0.4983], [-4.4326, -0.9757, -2.4684], [-3.8915, 0.2008, -0.5050], [-6.5801, -2.1234, -1.3711], [-2.8342, 2.2986, -2.1113], [-2.1492, -0.1551, -4.0439], [3.2831, -2.8600, -0.9036], [1.9464, -3.5680, -1.3201], [1.1825, -4.1457, -0.1819], [-0.0666, -3.4712, -0.2420], [-0.0761, -2.4849, -1.1984], [-0.9671, -1.7394, -1.6017], [1.1623, -2.5461, -1.7961], [3.6175, -2.0705, -1.5767], [4.0907, -3.5755, -0.7490], [3.1694, -2.3293, 0.0417], [2.1162, -4.2698, -2.1366], [1.5879, -4.0123, 0.8211], [1.0398, -5.2243, -0.2481], [0.9944, 4.2541, 0.3649], [1.3314, 3.8800, -1.0595], [2.5728, 3.0068, -1.5770], [1.8846, 1.9124, -2.2451], [0.5923, 1.9256, -1.9888], [-0.1351, 1.0193, -2.3929], [0.2877, 2.9592, -1.2042], [1.8212, 4.8787, 0.7030], [0.8009, 3.6647, 1.2611], [0.0465, 4.7896, 0.3136], [1.4086, 4.5962, -1.8776], [3.3173, 2.6105, -0.8864], [3.1349, 3.5393, -2.3442], [1.8169, 0.5182, 3.3849], [0.5509, -0.0923, 2.8832], [-0.7635, 0.1881, 3.6893], [-1.6786, 0.2153, 2.7276], [-1.0724, 0.4194, 1.4984], [-1.6581, 0.6111, 0.4543], [0.2107, 0.3502, 1.6173], [1.8283, 1.6044, 3.2945], [2.6883, 0.0423, 2.9350], [1.9708, 0.3120, 4.4441], [0.7850, -1.1516, 2.7773], [-0.8921, 1.1387, 4.2068], [-0.7009, -0.5387, 4.4992]],
  "forces_ev_per_a": [[-0.765, 1.699, -1.868], [0.102, -0.270, -0.006], [0.930, -1.851, 1.047], [0.325, -0.111, -2.170], [-1.770, 1.764, -0.171], [-1.174, -0.559, 0.323], [-1.905, -1.103, 0.595], [1.951, 1.481, 0.764], [0.444, -0.750, 0.218], [0.098, -0.001, 0.961], [-0.166, -0.636, 0.364], [3.141, 1.028, 0.130], [-0.595, -0.751, 1.047], [-1.636, 1.029, -0.193], [-0.351, 0.453, -1.741], [2.734, -3.101, 2.180], [-2.408, 1.840, -0.793], [-0.238, -0.372, -0.505], [0.058, -0.087, -0.076], [-0.327, -0.144, 0.196], [0.024, -0.179, 0.048], [0.312, 0.517, -0.121], [-0.372, -0.019, -0.371], [1.478, 2.945, 0.654], [1.246, -3.011, 0.382], [-0.476, -0.275, 0.307], [1.693, 0.448, -0.099], [-1.777, -1.860, -0.284], [2.492, 2.268, 0.648], [-2.056, -1.334, -2.015], [-0.271, 0.836, 0.284], [0.471, -1.637, -1.005], [0.223, 0.609, -0.173], [-1.325, 1.066, 0.741], [-0.445, -0.166, 0.376], [-0.153, 0.123, -0.017], [0.440, 0.336, 0.537], [0.553, 0.072, 1.990], [3.885, 0.457, 1.964], [-2.920, -0.786, -3.332], [-2.934, -0.043, -1.802], [0.908, -0.030, 2.484], [1.517, 0.686, -1.284], [0.127, 0.014, -0.257], [0.126, 0.300, -0.442], [-0.327, -0.132, 0.229], [-0.635, -0.399, 0.318], [1.045, 0.411, 0.200], [-1.296, -0.774, -0.263]]
}



(3)
{
  "formula": "C12H18BClF5N4O6P",
  "method": "wB97M-V/def2-TZVPD",
  "lumo_ha": -0.128,
  "orbital_gap_ev": 2.41,
  "homo_ev": -5.9,
  "multiplicity": 1,
  "largest_force_ev_per_a": 9.92,
  "elements": ["N", "B", "O", "N", "C", "C", "C", "C", "C", "F", "N", "P", "O", "Cl", "C", "C", "O", "N", "C", "O", "F", "H", "H", "H", "H", "H", "H", "H", "H", "H", "H", "H", "H", "C", "C", "O", "C", "O", "C", "F", "F", "F", "H", "H", "H", "H", "H", "H"],
  "positions_angstrom": [[-1.3244, -0.5120, 0.4959], [0.1864, -0.7507, 0.6936], [0.7154, -2.0651, 1.1961], [1.1511, 0.3732, 0.3523], [2.0546, 0.9808, 1.4212], [2.8697, 2.1278, 0.5684], [3.9901, 3.0723, 1.3037], [5.2741, 2.1224, 1.6777], [5.9468, 1.3512, 0.3717], [5.9121, -0.1492, 0.5464], [2.4648, 2.2020, -0.8873], [2.9684, 3.2589, -2.2321], [1.8657, 4.6487, -2.1445], [4.9456, 4.0011, -2.0103], [1.4149, 1.0969, -0.9723], [0.6032, 0.7098, -2.3711], [-0.2802, 1.5217, -2.9612], [0.9487, -0.6678, -2.9642], [2.3977, -0.9487, -2.5229], [2.6446, -1.8500, -1.5395], [3.5802, -0.2997, -3.1380], [-1.4721, 0.4313, 0.0596], [-1.7806, -0.4899, 1.4342], [1.2912, -1.8215, 2.0042], [2.0844, 0.6706, 2.5495], [4.2515, 4.0660, 0.7433], [3.5106, 3.4044, 2.3453], [6.0932, 2.6634, 2.3517], [4.8458, 1.2452, 2.3650], [5.3512, 1.5550, -0.6256], [7.0460, 1.7618, 0.2494], [1.2295, 4.4689, -1.3885], [0.3885, -1.3320, -2.3521], [-5.9435, -4.1528, 0.4262], [-6.2634, -3.2132, -0.7188], [-6.5055, -1.8726, -0.3038], [-5.3721, -1.0177, 0.0251], [-4.4819, -1.0198, -0.9625], [-4.7441, -1.3123, 1.4451], [-5.7135, -1.6495, 2.3449], [-4.1403, -0.2037, 1.9625], [-3.8244, -2.3054, 1.4794], [-6.5797, -3.9542, 1.2934], [-6.0815, -5.1939, 0.1148], [-4.9045, -4.0544, 0.7393], [-7.2065, -3.5514, -1.1642], [-5.5163, -3.2780, -1.5165], [-5.8914, -0.0683, 0.2157]],
  "forces_ev_per_a": [[4.402, 1.419, 0.953], [-3.281, -3.020, 0.529], [-0.158, 4.805, 0.959], [4.518, 4.905, -2.209], [0.912, 2.874, -6.165], [-1.611, -1.781, 2.138], [-0.525, -0.433, 0.812], [-0.129, -1.467, 0.380], [-0.229, 0.245, 0.019], [0.247, 3.570, -0.135], [-2.510, -4.289, 6.481], [-1.705, 1.763, -2.587], [1.488, -3.058, 2.008], [-1.351, -0.249, 0.801], [0.065, -0.160, 1.984], [-3.901, 3.771, -2.940], [6.317, -5.427, 4.443], [2.462, 2.045, 2.751], [2.221, -5.393, 5.456], [-1.621, 6.549, -7.271], [-4.548, -1.525, 1.487], [-0.278, -1.291, 0.525], [-0.243, -0.738, -1.208], [-0.935, -0.995, -1.928], [-0.093, 0.696, -2.634], [-0.532, -2.191, 0.771], [0.916, -0.739, -2.362], [-1.868, -0.931, -1.757], [0.937, 1.879, -1.507], [1.210, -0.520, 2.149], [-2.131, -1.455, 0.172], [0.841, 0.550, -1.150], [0.760, 0.439, -1.030], [0.384, -0.285, 0.163], [-0.375, 0.234, -0.078], [-0.207, -0.426, 0.892], [1.068, -0.399, -2.112], [0.085, 0.359, 1.442], [-1.043, -0.808, -0.341], [0.504, 0.157, -0.021], [0.184, -0.111, -0.166], [0.026, 0.561, 0.162], [-0.014, -0.027, -0.159], [-0.077, 0.065, -0.011], [-0.116, -0.043, 0.027], [-0.013, 0.254, 0.013], [0.161, 0.253, 0.194], [-0.214, 0.370, 0.059]]
}



Number 1: calculated total energy -80223.394 eV. Number 2: calculated total energy -116986.009 eV. Number 3: calculated total energy -67045.960 eV.